No. 1
ORCA calculation (the ωB97M-V functional and the def2-TZVPD basis) on the molecule C5H10O.

E_tot, eV: -7391.5726
Kohn-Sham gap, eV: 11.018
Molar mass, u: 86.134
ΔE to the lowest compared entry with this formula, charge and spin, kcal/mol: 73.6
Multiplicity: 1
Highest occupied orbital energy, eV: -9.997

```
16
Properties=species:S:1:pos:R:3:forces:R:3:mulliken_charge:R:1
C 0.585549 -1.728300 -0.849709 -0.092 -0.173 -0.048 -1.32
C -0.320314 -0.553792 -1.091477 0.145 -0.153 0.005 -0.02
O -1.522945 -0.447374 -0.311883 -0.266 -0.409 -0.032 -0.52
C -0.489968 0.444761 -0.033542 1.101 -1.046 1.771 0.96
C -0.576064 1.947127 -0.142247 0.580 -0.394 0.849 -1.07
C 0.333383 0.098626 1.482009 -0.695 -0.450 -0.931 -1.47
H 0.261840 -2.592111 -1.431871 0.059 -0.027 0.014 0.35
H 0.589858 -1.992440 0.209214 -0.015 -0.077 -0.228 0.39
H 1.611692 -1.471739 -1.143902 -0.197 -0.054 0.007 0.30
H -0.489634 -0.310471 -2.145776 0.175 0.296 0.345 0.41
H -0.118236 2.456025 -1.007927 -0.243 -0.570 0.360 0.29
H -1.525094 2.415451 0.158048 0.324 -0.427 -0.074 0.27
H 0.082467 1.766928 0.724845 0.178 3.885 -0.431 0.35
H 1.373101 -0.251074 1.345988 -0.544 0.016 -0.338 0.29
H -0.243252 -0.682603 1.974567 0.083 -0.223 -0.095 0.42
H 0.447615 0.900987 2.263665 -0.593 -0.194 -1.175 0.38
```
Positions in Å, forces in eV/Å.

---

No. 2
ORCA calculation (the ωB97M-V functional and the def2-TZVPD basis) on the molecule C5H10O.

E_tot, eV: -7391.9160
Kohn-Sham gap, eV: 9.319
Molar mass, u: 86.134
ΔE to the lowest compared entry with this formula, charge and spin, kcal/mol: 65.7
Multiplicity: 1
Highest occupied orbital energy, eV: -8.323

```
16
Properties=species:S:1:pos:R:3:forces:R:3:mulliken_charge:R:1
C 1.581011 0.187714 -0.407860 0.030 -0.065 0.039 -1.40
C 0.143854 0.688702 -0.572735 -0.069 0.068 0.042 1.14
C -0.006738 2.165935 -0.198695 -0.002 0.079 0.014 -1.38
C -0.946029 -0.138332 0.084725 0.499 -0.200 -0.113 -0.85
O -0.433034 -1.311588 0.348414 -0.165 0.356 -0.117 -0.04
C -1.323197 -2.309410 0.851214 -0.182 -0.252 0.142 -0.61
H 1.677651 -0.851786 -0.730940 0.044 0.163 0.020 0.34
H 1.881106 0.233831 0.646103 -0.032 0.008 -0.154 0.31
H 2.283877 0.797930 -0.985189 -0.151 -0.046 0.073 0.40
H -0.152534 0.592563 -1.634795 0.019 -0.002 0.111 0.16
H 0.263920 2.333057 0.850776 -0.039 -0.059 -0.142 0.34
H -1.038218 2.503507 -0.336066 0.139 -0.068 0.018 0.37
H 0.652912 2.788555 -0.813819 -0.109 -0.099 0.092 0.36
H -2.271778 -1.846863 1.127359 0.106 -0.041 -0.029 0.35
H -1.469074 -3.049222 0.061469 -0.020 0.061 0.107 0.26
H -0.843727 -2.784595 1.710040 -0.067 0.097 -0.105 0.23
```
Positions in Å, forces in eV/Å.

---

No. 3
ORCA calculation (the ωB97M-V functional and the def2-TZVPD basis) on the molecule C5H10O.

E_tot, eV: -7392.2125
Kohn-Sham gap, eV: 9.726
Molar mass, u: 86.134
ΔE to the lowest compared entry with this formula, charge and spin, kcal/mol: 58.9
Multiplicity: 1
Highest occupied orbital energy, eV: -8.679

```
16
Properties=species:S:1:pos:R:3:forces:R:3:mulliken_charge:R:1
C 1.183620 1.161127 -0.643151 -0.314 -0.319 0.141 -1.41
C 0.460803 -0.231886 -0.750477 -0.236 -0.227 -0.161 0.25
C 0.869900 -1.274732 0.204070 0.344 -0.357 0.213 -0.62
C -0.604240 -1.093679 0.189433 0.164 1.139 -0.980 -0.09
C -1.448997 -0.092002 0.926915 0.183 -0.109 0.082 -0.64
O -1.751782 0.885780 -0.076452 -1.039 0.865 0.751 -0.51
H 0.786106 1.970929 -1.276378 -0.295 -0.471 0.219 0.36
H 1.301713 1.565584 0.372081 -0.290 -0.254 -0.079 0.34
H 2.226433 1.027508 -1.003551 -0.557 -0.235 0.167 0.34
H 0.252804 -0.444485 -1.790746 0.507 -0.516 -0.004 0.30
H 1.220779 -2.192393 -0.234729 0.238 -0.435 0.399 0.27
H 1.387469 -0.905040 1.081963 0.295 -0.165 -0.052 0.24
H -1.204526 -1.922483 -0.244065 0.670 0.914 -0.335 0.27
H -2.419122 -0.483430 1.272589 0.455 -0.141 -0.061 0.33
H -0.927124 0.315987 1.806696 -0.113 0.182 -0.297 0.28
H -1.333838 1.713217 0.165803 -0.011 0.127 -0.003 0.29
```
Positions in Å, forces in eV/Å.

---

No. 4
ORCA calculation (the ωB97M-V functional and the def2-TZVPD basis) on the molecule C5H10O.

E_tot, eV: -7389.4351
Kohn-Sham gap, eV: 8.022
Molar mass, u: 86.134
ΔE to the lowest compared entry with this formula, charge and spin, kcal/mol: 122.9
Multiplicity: 1
Highest occupied orbital energy, eV: -7.319

```
16
Properties=species:S:1:pos:R:3:forces:R:3:mulliken_charge:R:1
C 2.164346 -0.467263 0.858292 0.141 -0.047 0.008 -1.32
C 1.169618 -0.103623 -0.218164 0.251 0.053 -0.153 0.15
C 0.183439 -1.113726 -0.730243 0.090 -0.226 -0.116 -0.72
C -0.245622 -0.039411 0.237319 0.667 -0.485 0.489 -0.45
C -2.347905 0.799423 0.040213 -0.483 0.441 -0.534 -0.51
O -1.094907 1.092934 -0.725407 -0.592 -0.316 1.551 -0.24
H 3.044867 -0.951244 0.422672 -0.025 0.056 0.082 0.36
H 2.487981 0.419322 1.416642 -0.035 -0.126 -0.073 0.33
H 1.717619 -1.169488 1.571950 0.038 0.165 -0.139 0.29
H 1.516951 0.623080 -0.947242 0.008 -0.099 -0.082 0.34
H -0.072033 -1.056653 -1.784410 -0.009 0.068 0.125 0.27
H 0.169032 -2.124748 -0.322874 0.058 0.163 -0.111 0.22
H -2.649936 -0.207356 -0.252042 0.107 0.316 -0.086 0.28
H -3.040177 1.549513 -0.312378 -0.515 0.123 -0.107 0.33
H -2.251951 0.806700 1.137500 0.441 0.234 -0.749 0.32
H -0.751317 1.942538 -0.391827 -0.141 -0.320 -0.105 0.37
```
Positions in Å, forces in eV/Å.

---

No. 5
ORCA calculation (the ωB97M-V functional and the def2-TZVPD basis) on a cluster of 2 separate species, C5H10O in total.

E_tot, eV: -7391.7075
Kohn-Sham gap, eV: 10.158
Molar mass, u: 86.134
ΔE to the lowest compared entry with this formula, charge and spin, kcal/mol: 70.5
Multiplicity: 1
Highest occupied orbital energy, eV: -9.121

```
16
Properties=species:S:1:pos:R:3:forces:R:3:mulliken_charge:R:1
C -1.576845 0.560481 1.017006 -0.161 0.084 -0.014 -1.19
C -0.373945 -0.330146 1.092283 0.099 0.225 1.402 0.11
C -0.013586 -0.420098 -1.596109 0.757 0.403 -2.428 -0.78
C 1.390369 -0.234139 -1.272806 0.625 0.112 1.530 0.18
O 1.891946 0.810494 -0.920767 0.393 -0.173 -0.556 -0.53
C 0.827390 0.175078 1.348850 -0.381 -0.099 0.760 -0.88
H -2.466062 0.095278 0.584208 0.129 0.057 -0.098 0.32
H -1.794791 0.783000 2.068066 -0.344 0.132 -0.226 0.32
H -1.366654 1.514120 0.520746 -0.030 -0.162 0.021 0.35
H -0.565933 -1.379739 1.306193 0.062 -0.004 -0.156 0.33
H -0.493224 -1.407465 -1.532403 0.655 0.334 -0.293 0.29
H -0.705851 0.418642 -1.511071 0.415 -0.097 0.222 0.27
H 0.632981 -0.249790 -2.608674 -2.646 -0.648 -0.167 0.26
H 1.983663 -1.138563 -1.523284 0.223 0.096 0.312 0.35
H 1.589478 -0.427175 1.827653 0.270 -0.079 -0.517 0.34
H 1.041062 1.230024 1.200109 -0.066 -0.181 0.209 0.26
```
Positions in Å, forces in eV/Å.

---

No. 6
ORCA calculation (the ωB97M-V functional and the def2-TZVPD basis) on a cluster of 2 separate species, C5H10O2 in total.

E_tot, eV: -9439.4585
Kohn-Sham gap, eV: 9.964
Molar mass, u: 102.133
ΔE to the lowest compared entry with this formula, charge and spin, kcal/mol: 82.7
Multiplicity: 1
Highest occupied orbital energy, eV: -9.067

```
17
Properties=species:S:1:pos:R:3:forces:R:3:mulliken_charge:R:1
O -1.563300 -1.155300 1.029530 -0.238 -0.022 -0.079 -0.51
C -0.895483 0.055745 0.892924 0.134 0.272 0.078 -0.20
C 0.560943 0.037856 0.564740 0.159 0.014 0.122 -0.03
C 1.061745 -1.225107 -0.135458 0.017 -0.065 -0.006 -0.63
C 0.870212 -0.830340 -1.595939 0.155 -0.215 -0.051 -0.43
O -0.396431 -0.169033 -1.590466 -0.112 -0.037 0.027 -0.40
C -0.415051 0.621262 -0.431726 -0.051 0.220 0.023 -0.09
H -2.508216 -0.965527 0.987479 0.114 -0.160 -0.105 0.31
H -0.825557 2.915361 1.320244 0.048 0.144 0.018 -0.01
H -1.176830 0.805847 1.635738 -0.021 -0.125 -0.220 0.21
H 1.257442 0.645250 1.135978 -0.139 -0.100 -0.068 0.36
H 2.086279 -1.486143 0.137771 -0.078 0.108 -0.080 0.37
H 0.403219 -2.067507 0.095821 0.189 0.056 0.017 0.22
H 0.823508 -1.659103 -2.306775 -0.060 0.068 0.128 0.32
H 1.665996 -0.133553 -1.909832 -0.194 -0.084 -0.009 0.26
H -0.537919 1.680637 -0.635016 0.107 -0.170 0.086 0.22
H -0.274576 3.113543 0.864505 -0.027 0.097 0.118 0.02
```
Positions in Å, forces in eV/Å.

---

No. 7
ORCA calculation (the ωB97M-V functional and the def2-TZVPD basis) on a cluster of 2 separate species, C5H10O2 in total.

E_tot, eV: -9440.5860
Kohn-Sham gap, eV: 9.732
Molar mass, u: 102.133
ΔE to the lowest compared entry with this formula, charge and spin, kcal/mol: 56.7
Multiplicity: 1
Highest occupied orbital energy, eV: -8.897

```
17
Properties=species:S:1:pos:R:3:forces:R:3:mulliken_charge:R:1
C -1.423580 0.362904 1.312175 -0.122 -0.001 -0.032 -1.27
C -0.015897 0.885036 0.956046 0.064 -0.091 0.019 -0.38
O 0.082258 -2.391852 0.292511 0.134 -0.017 -0.452 -0.42
C 0.492517 -2.170027 -0.820719 -0.038 0.086 0.278 -0.11
C 1.575624 0.519358 -0.943525 -0.128 -0.004 -0.023 -1.07
C 0.350166 0.814360 -0.506760 0.283 0.204 0.141 0.60
O -0.627786 1.132824 -1.406046 -0.120 -0.024 0.111 -0.52
H -1.376969 -0.291153 2.186133 -0.031 0.142 -0.108 0.32
H -1.866101 -0.243593 0.511084 0.141 0.090 0.157 0.38
H -2.111141 1.184715 1.545851 0.090 -0.180 -0.077 0.36
H 0.738856 0.317864 1.505536 -0.062 0.073 -0.093 0.23
H -0.147730 -1.746516 -1.618138 -0.015 -0.125 0.116 0.24
H 1.542594 -2.364805 -1.115897 -0.142 -0.075 0.095 0.29
H 2.362331 0.287596 -0.233160 -0.153 0.027 -0.136 0.32
H 1.802165 0.515375 -2.005036 -0.006 0.055 0.139 0.33
H 0.086922 1.929058 1.279201 -0.039 -0.130 -0.053 0.36
H -1.464228 1.258858 -0.939255 0.145 -0.028 -0.081 0.34
```
Positions in Å, forces in eV/Å.

---

No. 8
ORCA calculation (the ωB97M-V functional and the def2-TZVPD basis) on a structure of composition C5H10O2.

E_tot, eV: -9439.7115
Kohn-Sham gap, eV: 9.887
Molar mass, u: 102.133
ΔE to the lowest compared entry with this formula, charge and spin, kcal/mol: 76.8
Multiplicity: 1
Highest occupied orbital energy, eV: -9.062

```
17
Properties=species:S:1:pos:R:3:forces:R:3:mulliken_charge:R:1
C 2.105082 -0.066582 -0.346473 -0.178 0.315 0.099 -0.65
O 1.164481 -0.291863 0.719363 -0.782 1.331 0.398 -0.41
C -0.495779 0.009417 0.363052 0.569 -0.080 0.020 1.43
C -0.639445 1.030403 -0.726260 0.315 -0.042 -0.007 -1.51
C -1.540676 0.179521 1.478210 0.551 0.000 0.141 -1.51
C -0.171003 -1.385655 0.043836 -1.187 -0.793 -0.784 -0.12
O -0.005947 -1.784052 -1.095298 0.034 -0.466 0.017 -0.60
H 1.794760 -0.506049 -1.306401 -0.169 0.055 0.347 0.32
H 3.071054 -0.531111 -0.092253 -0.517 0.065 0.336 0.24
H 2.258312 1.005635 -0.450880 0.066 0.080 -0.173 0.25
H -0.057851 0.740324 -1.598007 -0.041 0.168 -0.028 0.35
H -0.316367 1.999079 -0.329531 0.038 -0.067 -0.186 0.36
H -1.687969 1.152772 -1.037191 0.245 -0.281 0.247 0.40
H -1.986562 1.181656 1.534857 0.493 -0.139 -0.050 0.37
H -2.382435 -0.502841 1.252299 0.494 0.125 -0.103 0.35
H -1.171579 -0.107127 2.460476 0.103 0.012 0.052 0.40
H -0.181871 -2.017919 0.950381 -0.033 -0.284 -0.325 0.34
```
Positions in Å, forces in eV/Å.

---

No. 9
ORCA calculation (the ωB97M-V functional and the def2-TZVPD basis) on a cluster of 2 separate species, C5H10O2 in total.

E_tot, eV: -9440.5662
Kohn-Sham gap, eV: 9.568
Molar mass, u: 102.133
ΔE to the lowest compared entry with this formula, charge and spin, kcal/mol: 57.1
Multiplicity: 1
Highest occupied orbital energy, eV: -8.901

```
17
Properties=species:S:1:pos:R:3:forces:R:3:mulliken_charge:R:1
C 1.844269 -1.640722 -0.794552 -0.509 -1.725 0.130 -1.28
C -2.550870 -0.119309 0.807536 -0.072 0.329 1.120 -1.07
C -1.310068 0.229128 0.471058 0.280 0.274 -1.633 0.74
O -1.080015 1.461573 -0.120859 0.247 -0.089 0.551 -0.57
C -0.123239 -0.645645 0.365802 -1.022 -1.322 0.912 -0.25
C 0.888489 -0.543591 -0.486220 -0.675 0.753 -0.281 -0.12
H 2.853364 -1.456358 -1.157087 -0.232 0.584 -0.080 0.35
H 1.941930 -2.320293 0.059418 0.118 0.346 0.252 0.32
H 1.336990 -2.342056 -1.500922 0.439 0.721 -0.057 0.26
H -3.249697 0.690567 1.054394 -0.045 -0.452 -0.635 0.24
H -2.846176 -1.130516 1.061316 0.290 0.157 0.206 0.27
H -1.866531 2.010099 -0.140823 -0.295 -0.076 0.057 0.26
H -0.258827 -1.540462 0.989606 0.319 0.227 -0.223 0.28
H 0.795763 0.358152 -1.078283 0.717 -0.050 -0.449 0.52
H 1.909329 2.044108 0.398646 0.033 -0.122 0.075 0.33
H 0.424655 2.238107 -0.019417 1.012 0.481 0.265 0.40
O 1.290635 2.707218 0.090387 -0.605 -0.037 -0.213 -0.69
```
Positions in Å, forces in eV/Å.

---

No. 10
ORCA calculation (the ωB97M-V functional and the def2-TZVPD basis) on a cluster of 2 separate species, C5H10O2 in total.

E_tot, eV: -9440.6539
Kohn-Sham gap, eV: 9.254
Molar mass, u: 102.133
ΔE to the lowest compared entry with this formula, charge and spin, kcal/mol: 55.1
Multiplicity: 1
Highest occupied orbital energy, eV: -8.453

```
17
Properties=species:S:1:pos:R:3:forces:R:3:mulliken_charge:R:1
C -0.541289 1.486439 0.892949 -0.011 -0.240 0.033 -1.41
C -0.814652 0.257432 0.081767 -0.017 0.036 -0.069 1.16
C -0.981096 0.471785 -1.399490 0.065 -0.217 0.228 -1.55
C 2.677058 -0.773419 0.262873 -0.061 -0.560 0.353 -0.08
C -0.879089 -0.942410 0.646484 0.095 0.133 0.047 -0.48
O -1.076702 -2.133116 0.008811 -0.071 -0.111 -0.241 -0.54
O 2.741224 0.222585 -0.389599 0.019 0.445 -0.307 -0.38
H 0.294330 2.036093 0.461471 0.093 0.097 0.026 0.32
H -0.296770 1.231105 1.920823 0.028 0.048 0.127 0.36
H -1.736141 -0.189878 -1.826169 -0.061 -0.002 -0.124 0.49
H -1.289183 1.496454 -1.589903 -0.062 0.055 -0.094 0.35
H -0.037320 0.304713 -1.921448 0.056 0.031 -0.097 0.29
H -1.411358 2.141017 0.896997 -0.061 0.157 0.003 0.36
H 2.298647 -1.729580 -0.134814 -0.087 -0.005 -0.170 0.22
H 3.001373 -0.817429 1.316270 0.043 0.148 0.100 0.25
H -0.767585 -1.093992 1.708945 0.028 0.038 0.141 0.38
H -1.181452 -1.967794 -0.935969 0.004 -0.054 0.045 0.28
```
Positions in Å, forces in eV/Å.